Entry 1:
{
  "formula": "C3H7NO3",
  "method": "ωB97M-V with the def2-TZVPD basis set",
  "species": ["N", "C", "C", "O", "C", "O", "O", "H", "H", "H", "H", "H", "H", "H"],
  "positions_angstrom": [[0.46, -1.78, -0.42], [0.31, -0.39, -0.16], [-1.10, 0.28, -0.50], [-0.89, 1.70, -0.41], [0.88, 0.03, 1.23], [1.48, -0.84, 1.82], [0.92, 1.39, 1.44], [1.06, -1.86, -1.21], [0.80, -2.30, 0.36], [0.82, 0.24, -0.92], [-1.90, -0.06, 0.24], [-1.36, -0.07, -1.44], [-1.69, 1.99, -0.87], [0.21, 1.66, 0.84]],
  "lumo_ev": 0.42,
  "e_above_lowest_kcal_mol": 44.06,
  "homo_lumo_gap_ev": 10.1,
  "smiles": "N[C@@H](CO)C(=O)O",
  "homo_energy_ev": -9.6623,
  "spin_multiplicity": 1
}

***

Entry 2:
{
  "formula": "C4H8O3S",
  "method": "ωB97M-V with the def2-TZVPD basis set",
  "species": ["C", "C", "C", "C", "O", "O", "O", "S", "H", "H", "H", "H", "H", "H", "H", "H"],
  "positions_angstrom": [[-0.42, 1.57, 0.46], [0.71, -1.44, -0.51], [-1.55, 2.23, -0.38], [0.45, -2.69, 0.24], [2.19, -0.11, 1.18], [1.22, 1.00, -0.91], [-0.49, 0.38, 0.86], [1.34, -0.10, 0.02], [0.35, 2.29, 0.66], [0.43, -1.29, -1.51], [-1.73, 3.20, 0.16], [-2.37, 1.50, -0.26], [-1.38, 2.46, -1.46], [-0.45, -3.09, 0.05], [0.58, -2.39, 1.37], [1.12, -3.54, 0.03]],
  "lumo_ev": 0.26,
  "e_above_lowest_kcal_mol": 99.15,
  "homo_lumo_gap_ev": 9.0,
  "homo_energy_ev": -8.7703,
  "spin_multiplicity": 1
}

***

Entry 3:
{
  "formula": "C4H6O2",
  "method": "ωB97M-V with the def2-TZVPD basis set",
  "species": ["C", "O", "C", "C", "C", "O", "H", "H", "H", "H", "H", "H"],
  "positions_angstrom": [[-1.62, -0.06, -0.06], [-0.72, -1.16, -0.24], [0.46, -0.66, 0.43], [1.43, -0.07, -0.56], [0.42, 0.85, 0.25], [-0.84, 1.11, -0.32], [-2.13, 0.01, 0.95], [-2.44, -0.22, -0.82], [0.93, -1.19, 1.26], [2.48, 0.05, -0.26], [1.18, -0.33, -1.57], [0.86, 1.67, 0.93]],
  "lumo_ev": 1.12,
  "e_above_lowest_kcal_mol": 62.44,
  "homo_lumo_gap_ev": 10.6,
  "smiles": "C1O[C@H]2C[C@H]2O1",
  "homo_energy_ev": -9.4505,
  "spin_multiplicity": 1
}

***

Entry 4:
{
  "formula": "C52H53ClN4O8PSeSr",
  "method": "ωB97M-V with the def2-TZVPD basis set",
  "species": ["Sr", "C", "C", "C", "C", "C", "N", "C", "C", "C", "N", "C", "C", "C", "C", "C", "C", "C", "C", "N", "C", "C", "C", "N", "C", "C", "C", "C", "O", "C", "O", "H", "H", "H", "H", "H", "H", "H", "H", "H", "H", "H", "H", "H", "H", "H", "H", "H", "H", "H", "H", "H", "H", "H", "H", "H", "H", "H", "H", "O", "C", "O", "C", "C", "C", "C", "C", "C", "P", "C", "C", "C", "C", "C", "C", "C", "C", "C", "C", "C", "C", "H", "H", "H", "H", "H", "H", "H", "H", "H", "H", "H", "H", "H", "H", "O", "Cl", "O", "O", "O", "C", "C", "C", "C", "C", "C", "Se", "C", "C", "C", "H", "H", "H", "H", "H", "H", "H", "H", "H", "H", "H"],
  "positions_angstrom": [[0.22, 0.39, 0.87], [0.95, -0.59, -5.97], [1.34, -0.10, -4.60], [1.34, 1.22, -4.26], [1.64, 1.67, -2.96], [1.31, 3.00, -2.62], [1.46, 3.48, -1.42], [1.08, 4.80, -0.97], [2.30, 5.51, -0.37], [2.06, 6.16, 0.99], [1.54, 5.22, 1.99], [1.95, 4.00, 2.27], [3.12, 3.30, 1.97], [4.38, 3.85, 1.58], [5.46, 3.06, 1.40], [6.81, 3.61, 1.03], [5.31, 1.65, 1.58], [4.13, 1.05, 1.90], [4.10, -0.42, 2.05], [3.13, -1.18, 1.77], [3.34, -2.61, 1.97], [3.38, -3.42, 0.67], [2.05, -3.64, -0.07], [1.81, -2.83, -1.26], [2.20, -1.62, -1.22], [1.95, -0.65, -2.30], [1.65, -1.03, -3.58], [1.96, 0.74, -1.92], [2.13, 1.09, -0.69], [2.94, 1.87, 2.11], [1.83, 1.37, 2.37], [0.76, 0.25, -6.64], [0.03, -1.19, -5.92], [1.72, -1.21, -6.42], [1.04, 1.96, -5.00], [0.89, 3.65, -3.38], [1.77, 2.76, -0.74], [0.31, 4.66, -0.21], [0.64, 5.35, -1.80], [2.69, 6.27, -1.06], [3.10, 4.78, -0.27], [1.32, 6.95, 0.91], [2.98, 6.62, 1.35], [0.60, 5.39, 2.33], [1.22, 3.44, 2.84], [4.49, 4.93, 1.49], [6.76, 4.69, 0.85], [7.21, 3.13, 0.13], [7.54, 3.45, 1.83], [6.18, 1.02, 1.44], [5.05, -0.85, 2.41], [2.51, -2.96, 2.59], [4.28, -2.78, 2.52], [3.79, -4.40, 0.94], [4.11, -2.96, -0.02], [1.21, -3.45, 0.62], [1.96, -4.68, -0.38], [2.72, -1.19, -0.37], [1.61, -2.10, -3.79], [-1.31, 2.27, -2.88], [-1.36, 1.16, -2.34], [-0.89, 0.86, -1.20], [-2.01, 0.01, -3.10], [-2.41, 0.27, -4.41], [-3.08, -0.67, -5.16], [-3.40, -1.90, -4.59], [-3.00, -2.18, -3.29], [-2.27, -1.26, -2.53], [-1.81, -1.71, -0.78], [-1.68, -3.53, -0.81], [-1.01, -4.19, -1.84], [-0.72, -5.54, -1.75], [-1.08, -6.26, -0.62], [-1.73, -5.62, 0.42], [-2.02, -4.26, 0.33], [-3.47, -1.38, -0.05], [-4.44, -2.34, 0.22], [-5.65, -1.97, 0.79], [-5.91, -0.64, 1.09], [-4.95, 0.32, 0.82], [-3.74, -0.05, 0.26], [-2.19, 1.25, -4.80], [-3.38, -0.45, -6.18], [-3.95, -2.64, -5.15], [-3.26, -3.13, -2.86], [-0.68, -3.64, -2.71], [-0.18, -6.03, -2.56], [-0.86, -7.32, -0.55], [-2.00, -6.15, 1.32], [-2.48, -3.76, 1.17], [-4.25, -3.38, 0.00], [-6.39, -2.73, 1.01], [-6.86, -0.36, 1.55], [-5.13, 1.36, 1.06], [-2.99, 0.71, 0.06], [-2.63, 3.61, 1.80], [-1.41, 2.96, 2.17], [-0.84, 3.63, 3.32], [-1.62, 1.56, 2.45], [-0.45, 3.04, 1.07], [-4.69, -5.92, 4.70], [-3.62, -4.95, 4.28], [-3.88, -3.59, 4.15], [-2.91, -2.68, 3.76], [-3.26, -1.22, 3.65], [-1.61, -3.13, 3.48], [-0.24, -1.94, 2.87], [-1.32, -4.50, 3.62], [0.06, -5.03, 3.34], [-2.32, -5.38, 4.02], [-5.66, -5.43, 4.76], [-4.47, -6.35, 5.68], [-4.77, -6.75, 3.99], [-4.89, -3.23, 4.35], [-4.30, -1.05, 3.92], [-3.10, -0.86, 2.63], [-2.61, -0.62, 4.28], [0.38, -4.78, 2.33], [0.09, -6.12, 3.47], [0.79, -4.57, 4.01], [-2.08, -6.43, 4.12]],
  "lumo_ev": 1.46,
  "e_above_lowest_kcal_mol": 0.00,
  "homo_lumo_gap_ev": 5.3,
  "homo_energy_ev": -3.8170,
  "spin_multiplicity": 1,
  "charge": -1
}

***

Entry 5:
{
  "formula": "C23H36O2PRuSTe",
  "method": "ωB97M-V with the def2-TZVPD basis set",
  "species": ["Ru", "C", "C", "C", "C", "C", "C", "C", "H", "H", "H", "H", "H", "H", "H", "H", "O", "S", "C", "C", "C", "C", "H", "H", "H", "H", "H", "H", "H", "H", "C", "P", "C", "C", "O", "H", "H", "H", "H", "H", "H", "H", "H", "H", "C", "C", "C", "C", "C", "C", "Te", "C", "C", "C", "H", "H", "H", "H", "H", "H", "H", "H", "H", "H", "H"],
  "positions_angstrom": [[-0.51, 0.57, 0.41], [-4.11, 0.90, -0.13], [-2.99, 0.69, 0.84], [-2.53, 1.74, 1.69], [-1.52, 1.54, 2.59], [-0.93, 0.25, 2.72], [-1.42, -0.81, 1.96], [-2.43, -0.58, 0.99], [-5.02, 0.51, 0.32], [-3.94, 0.35, -1.06], [-4.27, 1.95, -0.35], [-3.00, 2.71, 1.62], [-1.18, 2.35, 3.22], [-0.16, 0.08, 3.46], [-1.04, -1.81, 2.12], [-2.81, -1.41, 0.42], [1.36, 1.32, 0.63], [2.16, 2.24, -0.35], [3.22, 3.16, 0.81], [4.66, 2.76, 0.53], [4.62, 1.29, 0.11], [3.53, 1.22, -0.95], [2.87, 2.83, 1.79], [3.01, 4.23, 0.70], [5.28, 2.92, 1.41], [5.08, 3.37, -0.28], [4.36, 0.66, 0.96], [5.57, 0.95, -0.29], [3.13, 0.23, -1.17], [3.84, 1.69, -1.89], [-0.15, 3.42, -3.17], [-1.12, 3.46, -1.68], [-0.63, 4.89, -0.73], [-2.82, 3.71, -2.14], [-0.95, 2.17, -0.87], [-0.59, 4.08, -3.92], [-0.11, 2.41, -3.57], [0.87, 3.77, -2.97], [-0.78, 5.78, -1.34], [0.42, 4.82, -0.46], [-1.24, 4.97, 0.17], [-2.89, 4.56, -2.82], [-3.43, 3.93, -1.26], [-3.21, 2.83, -2.65], [0.27, -7.12, 1.28], [0.17, -5.73, 0.76], [0.95, -4.68, 1.30], [0.89, -3.38, 0.81], [1.82, -2.37, 1.41], [-0.03, -3.11, -0.27], [0.07, -1.26, -1.25], [-0.84, -4.13, -0.82], [-1.83, -3.94, -1.94], [-0.74, -5.41, -0.29], [1.05, -7.21, 2.03], [0.48, -7.81, 0.46], [-0.68, -7.43, 1.72], [1.64, -4.89, 2.11], [2.18, -2.70, 2.38], [1.35, -1.39, 1.52], [2.69, -2.23, 0.76], [-1.89, -2.91, -2.29], [-2.83, -4.25, -1.61], [-1.58, -4.57, -2.79], [-1.37, -6.19, -0.70]],
  "lumo_ev": [-12.06, -12.01],
  "homo_lumo_gap_ev": [5.0, 5.1],
  "homo_energy_ev": [-17.0132, -17.0655],
  "spin_multiplicity": 1,
  "charge": 3
}

***

Entry 6:
{
  "formula": "C6H15BO2",
  "method": "ωB97M-V with the def2-TZVPD basis set",
  "species": ["B", "C", "C", "C", "C", "C", "C", "O", "O", "H", "H", "H", "H", "H", "H", "H", "H", "H", "H", "H", "H", "H", "H", "H"],
  "positions_angstrom": [[0.40, 0.67, 0.16], [0.26, 1.36, 1.62], [-0.84, -0.31, -1.98], [-2.02, -0.41, 0.21], [1.33, -1.78, 1.01], [-1.02, 0.39, -0.62], [1.49, -0.54, 0.19], [1.25, 1.70, -0.76], [2.52, -0.35, -0.47], [-0.26, 0.70, 2.32], [-0.30, 2.29, 1.58], [1.23, 1.59, 2.06], [-0.38, -1.28, -1.84], [-1.81, -0.45, -2.46], [-0.22, 0.27, -2.66], [-1.65, -1.41, 0.42], [-2.97, -0.51, -0.31], [-2.21, 0.08, 1.16], [2.16, -2.46, 0.86], [1.28, -1.49, 2.05], [0.39, -2.27, 0.76], [-1.49, 1.37, -0.81], [0.80, 1.79, -1.61], [2.05, 1.06, -0.87]],
  "lumo_ev": [0.46, -2.29],
  "e_above_lowest_kcal_mol": 0.00,
  "homo_lumo_gap_ev": [5.9, 7.7],
  "homo_energy_ev": [-5.4838, -9.9606],
  "spin_multiplicity": 3
}

***

Entry 7:
{
  "formula": "C7H10",
  "method": "ωB97M-V with the def2-TZVPD basis set",
  "species": ["C", "C", "C", "C", "C", "C", "C", "H", "H", "H", "H", "H", "H", "H", "H", "H", "H"],
  "positions_angstrom": [[-1.75, 0.57, -0.06], [-1.00, -0.73, -0.25], [0.15, -1.12, 0.65], [0.76, 0.03, 1.38], [1.34, 0.89, 0.55], [1.26, 0.42, -0.89], [0.40, -0.83, -0.81], [-2.75, 0.50, -0.50], [-1.87, 0.81, 1.00], [-1.25, 1.42, -0.53], [-1.63, -1.57, -0.54], [0.19, -2.12, 1.07], [0.67, 0.17, 2.45], [1.78, 1.84, 0.83], [0.84, 1.19, -1.55], [2.26, 0.19, -1.29], [0.61, -1.64, -1.51]],
  "lumo_ev": 1.16,
  "e_above_lowest_kcal_mol": 27.13,
  "homo_lumo_gap_ev": 10.0,
  "smiles": "C[C@@H]1[C@@H]2C=CC[C@H]12",
  "homo_energy_ev": -8.7976,
  "spin_multiplicity": 1
}

***

Entry 8:
{
  "formula": "C2H5N3O2",
  "method": "ωB97M-V with the def2-TZVPD basis set",
  "species": ["C", "C", "N", "N", "N", "O", "O", "H", "H", "H", "H", "H"],
  "positions_angstrom": [[-0.93, -0.30, -0.14], [2.70, -0.40, 0.29], [-2.01, -0.51, -0.96], [0.47, 1.44, 0.86], [-0.56, 0.92, 0.26], [2.19, -0.78, -0.66], [3.21, -0.15, 1.29], [-0.46, -1.16, 0.31], [-1.83, -0.35, -1.89], [-2.69, -1.18, -0.57], [0.94, 0.79, 1.42], [-1.02, 1.68, -0.21]],
  "lumo_ev": [0.69, 0.69],
  "e_above_lowest_kcal_mol": 82.07,
  "homo_lumo_gap_ev": [8.2, 8.2],
  "homo_energy_ev": [-7.4808, -7.4818],
  "spin_multiplicity": 1
}

***

Entry 9:
{
  "formula": "C42H115N7O19",
  "method": "ωB97M-V with the def2-TZVPD basis set",
  "species": ["C", "O", "C", "C", "N", "C", "C", "O", "C", "H", "H", "H", "H", "H", "H", "H", "H", "H", "H", "H", "H", "H", "H", "H", "C", "O", "C", "C", "N", "C", "C", "O", "C", "H", "H", "H", "H", "H", "H", "H", "H", "H", "H", "H", "H", "H", "H", "H", "C", "O", "C", "C", "N", "C", "C", "O", "C", "H", "H", "H", "H", "H", "H", "H", "H", "H", "H", "H", "H", "H", "H", "H", "C", "O", "C", "C", "N", "C", "C", "O", "C", "H", "H", "H", "H", "H", "H", "H", "H", "H", "H", "H", "H", "H", "H", "H", "C", "O", "C", "C", "N", "C", "C", "O", "C", "H", "H", "H", "H", "H", "H", "H", "H", "H", "H", "H", "H", "H", "H", "H", "C", "O", "C", "C", "N", "C", "C", "O", "C", "H", "H", "H", "H", "H", "H", "H", "H", "H", "H", "H", "H", "H", "H", "H", "C", "O", "C", "C", "N", "C", "C", "O", "C", "H", "H", "H", "H", "H", "H", "H", "H", "H", "H", "H", "H", "H", "H", "H", "O", "H", "H", "O", "H", "H", "O", "H", "H", "O", "H", "H", "O", "H", "H"],
  "positions_angstrom": [[3.04, -2.35, -3.32], [2.09, -2.76, -2.37], [0.76, -2.76, -2.84], [-0.13, -3.35, -1.77], [-0.07, -2.47, -0.61], [-0.63, -2.98, 0.64], [-0.57, -1.95, 1.75], [-1.13, -0.77, 1.23], [-1.06, 0.39, 2.04], [2.66, -1.52, -3.91], [3.42, -3.21, -3.89], [3.95, -2.02, -2.82], [0.64, -3.39, -3.73], [0.38, -1.73, -2.95], [0.33, -4.32, -1.57], [-1.17, -3.39, -2.09], [0.80, -1.99, -0.45], [-0.14, -3.89, 1.01], [-1.64, -3.35, 0.40], [0.44, -1.95, 2.18], [-1.17, -2.29, 2.62], [-1.31, 1.21, 1.36], [-0.11, 0.43, 2.57], [-1.88, 0.46, 2.77], [-3.89, -1.51, 4.30], [-5.02, -0.67, 4.36], [-4.75, 0.66, 3.99], [-6.04, 1.48, 3.84], [-6.72, 1.45, 5.13], [-8.10, 1.96, 5.09], [-9.06, 1.19, 4.22], [-9.10, -0.15, 4.64], [-10.31, -0.81, 4.36], [-4.26, -2.54, 4.32], [-3.30, -1.38, 5.21], [-3.32, -1.43, 3.37], [-4.34, 0.64, 2.97], [-3.99, 1.18, 4.58], [-6.67, 1.15, 3.01], [-5.65, 2.48, 3.62], [-6.83, 0.45, 5.32], [-8.04, 3.02, 4.80], [-8.54, 2.05, 6.08], [-9.02, 1.31, 3.13], [-10.01, 1.74, 4.38], [-11.12, -0.54, 5.05], [-10.05, -1.85, 4.60], [-10.72, -0.62, 3.36], [0.01, 1.58, 4.44], [0.53, 2.74, 5.08], [0.75, 2.42, 6.45], [1.28, 3.61, 7.26], [2.70, 3.89, 7.08], [3.14, 4.91, 8.01], [2.48, 6.30, 7.88], [2.52, 6.76, 6.54], [3.76, 7.34, 6.18], [-0.71, 0.93, 4.95], [0.87, 0.97, 4.14], [-0.48, 1.91, 3.51], [1.42, 1.56, 6.50], [-0.17, 2.10, 6.97], [1.20, 3.35, 8.32], [0.64, 4.47, 7.03], [2.95, 4.05, 6.11], [4.20, 5.13, 7.85], [3.02, 4.56, 9.04], [3.05, 6.98, 8.53], [1.46, 6.31, 8.27], [3.58, 7.84, 5.23], [4.58, 6.65, 5.96], [4.12, 8.12, 6.85], [2.10, -5.25, 1.82], [2.35, -3.86, 1.78], [3.23, -3.52, 0.72], [3.44, -2.02, 0.58], [3.97, -1.46, 1.83], [3.94, 0.02, 1.88], [3.34, 0.46, 3.23], [4.09, -0.01, 4.31], [3.68, 0.51, 5.54], [1.75, -5.62, 2.78], [3.03, -5.80, 1.59], [1.40, -5.48, 1.01], [2.81, -3.85, -0.23], [4.24, -3.90, 0.87], [2.56, -1.46, 0.25], [4.21, -1.86, -0.18], [3.48, -1.75, 2.66], [3.25, 0.37, 1.11], [4.97, 0.36, 1.78], [2.32, 0.05, 3.21], [3.19, 1.55, 3.25], [4.21, 1.39, 5.92], [3.86, -0.26, 6.30], [2.60, 0.72, 5.55], [1.28, 0.77, -1.49], [2.33, 1.41, -0.80], [1.97, 2.67, -0.28], [3.27, 3.33, 0.22], [3.08, 4.44, 1.11], [2.57, 4.17, 2.43], [2.42, 5.48, 3.21], [1.37, 6.26, 2.67], [1.16, 7.41, 3.48], [0.77, 1.38, -2.25], [0.50, 0.58, -0.73], [1.57, -0.13, -2.01], [1.36, 2.52, 0.62], [1.52, 3.27, -1.08], [3.75, 3.54, -0.74], [3.89, 2.55, 0.66], [2.47, 5.16, 0.74], [3.19, 3.52, 3.06], [1.59, 3.68, 2.60], [3.41, 5.94, 3.21], [2.16, 5.25, 4.25], [0.55, 7.11, 4.35], [0.59, 8.05, 2.80], [2.06, 7.91, 3.82], [5.08, 1.15, -6.91], [4.31, 0.10, -6.39], [3.07, -0.14, -7.04], [2.71, -1.60, -7.21], [3.25, -2.30, -8.34], [4.72, -2.38, -8.31], [5.23, -3.20, -9.47], [4.60, -4.48, -9.44], [5.35, -5.48, -10.05], [5.21, 1.05, -7.99], [6.06, 0.99, -6.47], [4.80, 2.18, -6.66], [3.17, 0.24, -8.07], [2.26, 0.40, -6.55], [1.62, -1.72, -7.22], [2.92, -2.10, -6.24], [2.89, -3.24, -8.41], [5.04, -2.96, -7.43], [5.18, -1.41, -8.16], [6.31, -3.34, -9.34], [5.04, -2.71, -10.43], [4.83, -6.44, -9.93], [6.35, -5.68, -9.65], [5.40, -5.38, -11.14], [-6.44, -4.12, -6.18], [-5.40, -3.29, -5.70], [-4.13, -3.91, -5.90], [-3.08, -3.15, -5.12], [-3.03, -1.77, -5.64], [-2.26, -0.95, -4.70], [-1.99, 0.47, -5.20], [-3.19, 1.21, -5.30], [-3.02, 2.54, -5.70], [-6.35, -5.13, -5.77], [-6.60, -4.12, -7.26], [-7.34, -3.75, -5.69], [-3.87, -4.05, -6.95], [-4.16, -4.94, -5.50], [-2.10, -3.60, -5.30], [-3.24, -3.14, -4.04], [-3.94, -1.48, -5.96], [-1.29, -1.46, -4.73], [-2.62, -1.05, -3.68], [-1.64, 0.33, -6.22], [-1.21, 0.91, -4.58], [-3.96, 3.10, -5.68], [-2.72, 2.60, -6.75], [-2.26, 3.02, -5.08], [-3.21, 1.63, -1.22], [-2.81, 2.47, -0.98], [-4.00, 1.87, -1.73], [1.96, -2.49, 4.04], [2.02, -2.96, 3.17], [2.02, -3.18, 4.71], [-3.07, -6.33, -2.75], [-3.00, -5.44, -2.37], [-2.42, -6.85, -2.26], [-3.73, -3.90, -1.17], [-3.51, -2.98, -1.38], [-4.65, -3.88, -0.90], [-2.82, -1.27, -1.29], [-2.78, -0.32, -1.10], [-2.00, -1.62, -0.90]],
  "lumo_ev": 0.21,
  "e_above_lowest_kcal_mol": 0.00,
  "homo_lumo_gap_ev": 8.4,
  "smiles": "COCCNCCOC.COCCNCCOC.COCCNCCOC.COCCNCCOC.COCCNCCOC.COCCNCCOC.COCCNCCOC.O.O.O.O.O",
  "homo_energy_ev": -8.1442,
  "spin_multiplicity": 1
}

***

| no. | total energy (eV) |
| --- | --- |
| 1 | -10856.4570 |
| 2 | -21251.4188 |
| 3 | -8337.7534 |
| 4 | -165118.3606 |
| 5 | -58503.5953 |
| 6 | -11233.3938 |
| 7 | -7419.8581 |
| 8 | -10718.2515 |
| 9 | -94741.1593 |